{"formula": "C29H32N5O2PPdS", "method": "the ωB97M-V functional and the def2-TZVPD basis", "elements": ["Pd", "C", "O", "C", "C", "C", "C", "C", "C", "N", "N", "C", "C", "C", "C", "O", "C", "N", "C", "C", "C", "C", "H", "H", "H", "H", "H", "H", "H", "H", "H", "H", "H", "H", "C", "P", "C", "C", "H", "H", "H", "H", "H", "H", "H", "H", "H", "S", "C", "C", "C", "C", "C", "C", "H", "H", "H", "H", "H", "C", "N", "C", "C", "N", "C", "H", "H", "H", "H", "H", "H"], "xyz": [[1.307894, 1.203657, 1.019615], [-3.376698, -4.926097, -4.479586], [-3.676352, -3.580289, -4.735136], [-4.225543, -2.877697, -3.659905], [-5.172994, -3.416644, -2.801684], [-5.677335, -2.666821, -1.754360], [-5.263134, -1.337894, -1.521398], [-4.293056, -0.817529, -2.415429], [-3.797234, -1.570498, -3.456509], [-5.955515, -0.591709, -0.616018], [-5.555158, 0.544302, -0.140508], [-4.284370, 0.852942, 0.121556], [-4.007879, 2.247973, 0.258565], [-2.744992, 2.746249, 0.271752], [-1.597121, 1.880918, 0.215444], [-0.449382, 2.275784, -0.028626], [-1.865360, 0.470048, 0.510406], [-0.821010, -0.239152, 0.978057], [-1.042824, -1.495981, 1.327319], [-2.275622, -2.124101, 1.187665], [-3.349511, -1.401244, 0.711126], [-3.176928, -0.052929, 0.386083], [-2.732752, -5.268578, -5.291807], [-4.271976, -5.561122, -4.462093], [-2.849109, -5.053090, -3.527222], [-5.526120, -4.431536, -2.947292], [-6.409737, -3.102519, -1.085294], [-3.956378, 0.201893, -2.281129], [-3.058968, -1.153803, -4.131452], [-4.862499, 2.914758, 0.230129], [-2.570375, 3.814656, 0.275658], [-0.212426, -2.033993, 1.765887], [-2.397732, -3.160121, 1.481345], [-4.326582, -1.856917, 0.631916], [4.547959, 1.943932, 2.241787], [3.631685, 1.091056, 0.881745], [4.899578, -0.266175, 0.650774], [4.201567, 2.147019, -0.526776], [5.563057, 2.230961, 1.949004], [4.591531, 1.276409, 3.104609], [3.982325, 2.824929, 2.537582], [5.907060, 0.159352, 0.609928], [4.696113, -0.807979, -0.273238], [4.840896, -0.969651, 1.483148], [5.293909, 2.163952, -0.617310], [3.823841, 3.154110, -0.362361], [3.761826, 1.758433, -1.445775], [1.282606, 2.856095, 3.123660], [1.859899, 4.306408, 2.357241], [1.838221, 4.495898, 0.959380], [2.313901, 5.662711, 0.387257], [2.832596, 6.689166, 1.171053], [2.867153, 6.520334, 2.548992], [2.391076, 5.357488, 3.132012], [1.425681, 3.707787, 0.344681], [2.291043, 5.777762, -0.692412], [3.200897, 7.602940, 0.716540], [3.282759, 7.308534, 3.171061], [2.428152, 5.238128, 4.208462], [2.262339, -5.158425, 0.021850], [2.283188, -3.762859, 0.378476], [2.280945, -3.239143, 1.651007], [2.179688, -1.883516, 1.506894], [2.125374, -1.561396, 0.179375], [2.182161, -2.694129, -0.464801], [2.500661, -5.757534, 0.898868], [2.996244, -5.368030, -0.758151], [1.274770, -5.452122, -0.342109], [2.353257, -3.873343, 2.518515], [2.115710, -1.099704, 2.249149], [2.165111, -2.812298, -1.537181]], "atomic_forces_ev_per_a": [[1.23, 0.13, 0.53], [0.02, -0.24, -0.02], [-0.11, 0.23, 0.14], [0.09, 0.00, -0.01], [0.15, -0.18, -0.16], [0.14, 0.27, 0.25], [0.47, -0.30, -0.79], [-0.22, -0.01, 0.24], [0.02, -0.14, -0.18], [-0.89, 0.16, 0.47], [0.04, 0.10, 0.06], [0.15, -0.04, -0.05], [0.24, 0.11, -0.16], [-0.45, 0.32, -0.04], [0.54, 0.34, -0.26], [-0.56, -0.04, 0.04], [-0.16, -0.58, 0.25], [-0.23, 0.17, -0.15], [0.01, -0.12, 0.03], [-0.11, 0.14, 0.01], [0.01, -0.18, 0.03], [0.20, 0.04, 0.06], [-0.03, 0.01, 0.02], [0.02, 0.04, 0.00], [-0.02, 0.07, -0.02], [0.01, 0.00, 0.02], [-0.08, 0.07, -0.02], [0.07, -0.04, -0.03], [0.01, -0.01, 0.01], [-0.04, -0.03, 0.04], [0.08, -0.01, 0.02], [0.07, 0.01, -0.10], [0.04, 0.00, 0.01], [0.06, 0.01, 0.04], [-0.08, -0.02, -0.11], [-0.69, 0.47, -0.03], [-0.16, 0.06, -0.05], [0.11, -0.18, 0.04], [0.05, -0.06, -0.05], [0.00, 0.02, 0.04], [0.00, 0.02, 0.05], [0.04, 0.02, 0.00], [-0.01, -0.04, 0.00], [0.00, -0.04, -0.01], [0.06, 0.07, -0.02], [-0.01, 0.07, -0.02], [0.01, 0.02, -0.03], [-0.23, -0.04, -0.08], [-0.09, -0.05, 0.25], [-0.03, 0.11, 0.10], [0.06, 0.06, 0.00], [0.05, 0.13, -0.13], [0.04, 0.03, 0.05], [0.09, 0.12, -0.11], [-0.03, -0.06, -0.01], [-0.05, -0.03, -0.01], [0.02, -0.01, 0.00], [-0.03, -0.02, 0.05], [-0.03, -0.05, 0.00], [-0.09, -0.04, -0.12], [0.02, 0.07, -0.05], [-0.01, 0.06, 0.13], [0.08, -0.21, 0.00], [0.02, -0.59, -0.39], [-0.01, -0.10, 0.20], [0.03, 0.01, -0.02], [0.01, 0.00, 0.04], [0.03, -0.04, 0.03], [-0.03, -0.01, 0.02], [0.06, -0.01, 0.00], [-0.03, -0.03, -0.04]], "mulliken_charge": [-0.643, -0.825, -0.468, 0.777, -0.224, -0.361, -0.279, -0.067, -0.631, -0.866, -0.532, 0.125, -0.321, -0.771, 0.324, -0.668, 0.070, -0.007, -0.333, -1.173, -0.424, 1.231, 0.258, 0.270, 0.345, 0.188, 0.428, 0.369, 0.387, 0.377, 0.412, 0.465, 0.393, 0.590, -1.239, 1.475, -1.449, -1.422, 0.379, 0.292, 0.183, 0.482, 0.303, 0.326, 0.443, 0.269, 0.261, -0.349, -0.244, -0.285, -0.690, -0.357, -0.383, -0.379, 0.685, 0.315, 0.330, 0.306, 0.305, -0.919, 0.227, -0.501, -0.733, 0.134, -0.491, 0.297, 0.315, 0.316, 0.441, 0.534, 0.405], "relative_energy_kcal_mol": 47.1, "total_charge": -2, "homo_lumo_gap_ev": [3.33, 3.33]}